Molecular formula: C6H8Br6O2
Method: DFT, ωB97M-V with the def2-TZVPD basis set

total charge	0
highest occupied orbital energy	-10.177	eV
DFT total energy	-430700.136	eV
orbital gap	9.705	eV

```
22
Properties=species:S:1:pos:R:3:forces:R:3
Br -3.5968 0.9787 -0.0965 0.4206 0.3960 1.5142
Br 0.0328 7.5697 -2.3912 -0.1884 -0.0340 0.7315
Br -0.8066 1.4896 1.4757 -1.5356 -0.2264 0.4006
Br -1.4507 7.9270 0.6073 0.4859 -0.2778 -0.9133
Br -3.4881 2.9828 2.5805 0.2460 -0.6549 -0.6097
Br -3.0022 6.8336 -1.9285 0.4127 -0.2050 0.1988
O 0.3926 -3.8588 -0.7172 -2.3996 -0.5165 0.2253
O -0.4084 -3.5308 1.3521 1.9340 -0.5242 -1.6554
C 1.4979 -3.5748 -1.5107 0.9140 -0.3445 1.0662
C 0.5429 -3.6168 0.5741 -1.7008 0.7096 2.6559
C 2.6464 -3.6327 -0.4730 0.7998 -1.1789 -0.3353
C 2.0017 -3.3294 0.9205 -0.2137 0.6191 -2.3208
C -1.2443 6.9112 -1.0851 -0.6026 0.2369 0.2892
C -2.8071 1.3593 1.7214 0.4337 0.4745 -0.9512
H 2.9965 -4.6647 -0.4504 -0.2783 -0.3301 0.0559
H -3.0982 0.5500 2.3911 0.4633 0.0128 -0.3772
H 1.5448 -4.4089 -2.2108 0.2859 0.5222 -0.4287
H 1.3035 -2.5979 -1.9533 0.4453 -0.0640 -0.3415
H -0.9431 5.9141 -0.7640 -0.1154 0.2563 -0.2922
H 3.5435 -3.1685 -0.8826 -0.1001 0.8978 0.7083
H 2.3362 -3.8863 1.7958 0.0983 0.2101 -0.2894
H 2.0066 -2.2465 1.0447 0.1950 0.0209 0.6689
```
Forces are in eV/Å.